The following is a quantum chemistry calculation of a cluster of 10 separate species, C28H53F3O16 in total at a distorted geometry, from the Open Molecules 2025 dataset.

## Properties
Calculated total energy = -70801.9291 eV
LUMO = 0.001 hartree
Largest force on an atom = 4.4 eV Å⁻¹
Gap between HOMO and LUMO = 0.353 Eh

Cartesian coordinates (Å):
C 3.29063 -9.71869 1.33682
C 4.07136 -8.82645 0.47873
O 3.67539 -9.26777 -0.84130
C 3.01006 -10.46105 -0.79227
O 2.68233 -11.17488 -1.73918
O 2.91698 -10.83531 0.45939
F 5.36425 -9.05581 0.79560
H 2.44182 -9.22818 1.81326
H 3.85562 -10.00184 2.22492
H 3.81867 -7.79571 0.72736
C 1.87159 6.65892 -5.61682
C 2.69077 5.67886 -4.86735
O 3.43730 6.48232 -3.99024
C 3.40693 7.76024 -4.47150
O 4.00725 8.73177 -4.06038
O 2.65340 7.81877 -5.64705
F 3.51223 5.06901 -5.79012
H 0.93535 6.86272 -5.09717
H 1.55405 6.29537 -6.59411
H 2.14017 4.93605 -4.29011
C -7.59902 3.21733 1.92874
C -6.80954 3.54761 3.16264
O -7.39343 4.72298 3.64412
C -8.45598 5.07265 2.86594
O -9.09079 6.09235 3.11032
O -8.45546 4.39275 1.68755
F -5.54422 3.78738 2.89187
H -8.38076 2.47428 2.08644
H -7.03550 2.88881 1.05547
H -6.79517 2.67765 3.81920
C -1.29286 10.96595 1.72242
C -2.43590 9.93062 1.67080
C -1.81413 8.86064 0.77001
O -1.02024 9.55137 -0.12668
C -0.88322 10.98790 0.27975
H -0.45258 10.69535 2.36180
H -1.69416 11.90074 2.11388
H -3.34340 10.35877 1.24509
H -2.71003 9.56182 2.65920
H -2.65813 8.29561 0.37437
H -1.15491 8.15874 1.28076
H -1.57395 11.60125 -0.29886
H 0.09342 11.45353 0.14760
C -5.85469 -6.65237 -0.45159
C -4.60183 -7.27886 -1.01297
C -5.00308 -7.48508 -2.42854
O -6.33611 -7.79961 -2.42786
C -6.94686 -7.46683 -1.14914
H -5.90682 -5.57951 -0.63702
H -5.92149 -6.78788 0.62788
H -4.38654 -8.21060 -0.48989
H -3.77086 -6.57911 -0.92381
H -4.44620 -8.30696 -2.87852
H -4.86897 -6.54070 -2.95603
H -7.18528 -8.32032 -0.51447
H -7.78208 -6.79992 -1.36306
C 3.02636 -4.33400 -5.87246
C 1.81526 -5.17838 -6.32536
C 1.15322 -4.18959 -7.31883
O 1.44232 -2.88381 -6.77382
C 2.49019 -2.94901 -5.78704
H 3.70869 -4.32889 -6.72246
H 3.56880 -4.65300 -4.98247
H 1.10213 -5.30489 -5.51078
H 2.05949 -6.09791 -6.85726
H 0.09652 -4.45662 -7.30539
H 1.50472 -4.24854 -8.34892
H 1.95196 -2.79267 -4.85218
H 3.24270 -2.16606 -5.88082
C 0.63756 0.20756 1.48086
C -0.13403 -0.93051 0.85160
C 0.82368 -2.13555 0.97368
O 2.11966 -1.58522 0.95546
C 2.12989 -0.19633 1.17059
H 0.48691 0.34502 2.55161
H 0.33655 1.19862 1.14132
H -0.35280 -0.75512 -0.20172
H -1.10631 -1.09339 1.31662
H 0.85704 -2.90489 0.20225
H 0.64007 -2.63489 1.92502
H 2.51413 0.30963 0.28489
H 2.77230 -0.03869 2.03694
C 0.72668 6.00654 7.40206
O 1.95155 5.23565 7.54647
H 0.15562 5.75587 6.50812
H 0.14868 5.91729 8.32188
H 0.87722 7.07108 7.22265
H 1.72800 4.35088 7.84449
C 9.32218 -2.24050 -1.00590
O 10.72080 -1.89386 -0.97819
H 8.79779 -1.34199 -1.33118
H 9.11025 -2.99190 -1.76655
H 9.01282 -2.58206 -0.01812
H 10.89616 -1.17066 -0.37171
C 1.21174 -1.20693 8.30938
O 0.69922 0.10701 8.41827
H 1.29481 -1.63377 9.30888
H 0.52987 -1.85508 7.75888
H 2.17296 -1.14648 7.79899
H -0.06873 0.09936 8.99429



The following is a quantum chemistry calculation of a structure of composition C28H53N5O10P2Re, from the Open Molecules 2025 dataset.

## Properties
Calculated total energy = -78525.6470 eV
Multiplicity = 4
LUMO (alpha / beta) = -0.164 / -0.236 hartree
Net charge = +2
Largest force on an atom = 0.1 eV Å⁻¹
Gap between HOMO and LUMO (alpha / beta) = 0.376 / 0.304 Eh

Cartesian coordinates (Å):
Re -0.43218 0.90545 -0.71572
C 2.83949 3.67469 0.73587
C 3.94675 2.86690 0.10847
C 5.31615 3.21622 0.63131
O 3.73751 1.41435 0.46085
P 2.81247 0.42286 -0.27594
O 1.59110 1.08708 -0.88885
C 2.29921 -0.76969 0.97406
P 0.99561 -0.17245 2.05251
O -0.12572 0.40616 1.20641
O 1.50042 0.95822 2.98005
C 2.32372 0.75987 4.20884
C 3.74700 1.15738 3.89934
C 1.68694 1.60359 5.28504
O 0.56164 -1.42007 2.85458
C -0.49693 -1.37240 3.92260
C -0.05746 -2.34813 4.98297
C -1.82636 -1.70053 3.28976
O 3.52533 -0.34696 -1.40888
C 4.95356 -0.73509 -1.59233
C 5.56537 -1.20741 -0.29362
C 5.67579 0.41909 -2.24134
H 2.94459 4.71546 0.42785
H 2.90128 3.63210 1.82342
H 1.85412 3.34148 0.41867
H 3.90949 2.92056 -0.98063
H 5.35631 3.07183 1.71125
H 5.51390 4.26750 0.42183
H 6.10262 2.62488 0.16611
H 3.16305 -1.07814 1.56670
H 1.90861 -1.64247 0.44381
H 2.26409 -0.30155 4.45909
H 3.80371 2.22051 3.66501
H 4.16162 0.59371 3.06366
H 4.36512 0.96811 4.77700
H 1.67845 2.65154 4.98564
H 2.26583 1.51152 6.20400
H 0.66455 1.29191 5.49402
H -0.49669 -0.35030 4.30658
H 0.00049 -3.35593 4.57176
H -0.78836 -2.34901 5.79148
H 0.91179 -2.08163 5.40285
H -1.80831 -2.71014 2.87658
H -2.09957 -0.98688 2.51263
H -2.59769 -1.66616 4.05972
H 4.86376 -1.56653 -2.28818
H 5.63277 -0.39766 0.43489
H 6.57884 -1.55505 -0.49298
H 5.01162 -2.04686 0.12872
H 5.75776 1.26299 -1.55647
H 5.16478 0.73936 -3.14781
H 6.68399 0.10471 -2.51130
C -5.38774 -1.46896 -1.79729
C -5.92939 -0.22984 -1.09769
C -4.94774 0.95606 -1.13084
C -5.56016 2.18004 -0.39970
C -4.65004 3.40146 -0.37022
C -4.74297 1.36294 -2.58536
O -5.63732 1.60284 -3.33749
N -3.40527 1.46703 -3.06332
C -2.36222 1.20123 -2.28415
O -1.13490 1.34399 -2.63675
N -2.46537 0.75552 -1.02697
C -3.68419 0.56426 -0.37338
O -3.70221 0.11329 0.74135
H -6.07980 -2.30380 -1.69652
H -4.43201 -1.77513 -1.36031
H -5.24125 -1.29628 -2.86702
H -6.13808 -0.44353 -0.04965
H -6.85822 0.09778 -1.56363
H -5.79872 1.85217 0.61260
H -6.49833 2.41091 -0.90520
H -3.70960 3.20626 0.15037
H -5.13963 4.22140 0.15200
H -4.41641 3.76168 -1.37534
H -3.26381 1.82957 -3.99902
N -0.83603 3.98811 0.05360
C -0.67859 2.87614 -0.21706
C 0.61691 -0.92187 -3.87367
N -0.44064 -1.78915 -3.36173
C -1.15840 -2.62902 -4.32440
C -1.40706 -3.99103 -3.70888
C -2.19405 -3.81562 -2.42866
N -1.63450 -2.73249 -1.60590
C -1.97983 -2.76339 -0.18805
C -0.73534 -1.86120 -2.06317
O -0.13112 -1.08827 -1.21625
H 1.25051 -1.50438 -4.54157
H 1.22333 -0.54428 -3.05742
H 0.19547 -0.08197 -4.42504
H -0.54214 -2.70466 -5.21751
H -2.09859 -2.14740 -4.60938
H -0.45079 -4.47722 -3.50649
H -1.96331 -4.62537 -4.39685
H -2.16978 -4.72646 -1.82995
H -3.24083 -3.58722 -2.64023
H -1.30935 -3.42914 0.35995
H -2.99927 -3.13523 -0.09472
H -1.94321 -1.76878 0.24505



Relative energy (zero: lowest compared OMol25 entry of this formula, charge and spin) (kcal/mol)
0.0; 0.0